16
Properties=species:S:1:pos:R:3:forces:R:3:lowdin_charge:R:1 method="wB97M-V/def2-TZVPD" smiles=CSS.NCN orbital_gap_ev=9.5 e_tot_ha=-988.048842 homo_ev=-9.001 spin_multiplicity=1
C -0.784670 -4.176447 -0.923049 1.0 2.1 0.6 -0.494
S -1.774066 -3.311680 -2.139165 -0.7 -0.2 -1.0 0.331
S -0.772216 -1.624242 -2.729858 0.0 -0.1 0.3 0.281
H -1.404378 -5.005208 -0.605002 0.3 -0.2 0.2 0.028
H 0.249770 -4.361985 -1.217584 -0.4 -0.8 -0.5 0.035
H -0.615064 -3.405018 -0.158140 -0.5 -0.7 0.5 0.023
H -1.421601 -0.732841 -1.950219 0.1 -0.1 0.0 -0.204
N 0.209070 3.197800 1.916618 -0.1 -0.4 0.1 -0.023
C 0.833940 2.783236 0.654341 -0.4 -0.1 0.3 -0.373
N 1.179712 1.361430 0.676402 0.2 0.1 -0.3 -0.009
H 0.791079 2.932743 2.706507 0.1 -0.1 -0.2 0.059
H 0.180264 4.202423 1.968131 -0.2 0.4 -0.1 0.052
H 1.685293 3.442610 0.446951 0.2 -0.4 -0.3 0.095
H 0.097867 2.870307 -0.148232 0.0 0.6 0.0 0.099
H 0.911579 0.925352 1.545361 0.0 0.1 0.2 0.052
H 0.633424 0.901514 -0.043055 0.2 -0.1 0.1 0.047